Density functional theory data (ωB97M-V/def2-TZVPD) for a cluster of 2 separate species, C9H14 in total in a non-equilibrium geometry.

## Properties
Frontier orbital gap, eV: 9.9
Energy above the lowest of the compared OMol25 structures with the same formula, charge and spin, eV: 2.156
HOMO level, eV: -8.884

```
23
Properties=species:S:1:pos:R:3:lowdin_charge:R:1
C 1.8484 -0.2787 -0.7637 -0.086
C 0.7552 -1.0541 -0.1759 -0.306
C 0.1227 -2.2450 -0.6706 -0.040
C -1.0710 -2.7162 -0.1936 -0.145
C -1.7291 -2.0575 0.7439 -0.115
C -1.1319 -0.8938 1.3172 -0.067
C 0.0870 -0.3598 0.8484 -0.072
H 2.5539 0.0998 -0.0262 0.078
H 1.5786 0.7002 -1.2178 0.081
H 2.2533 -0.9438 -1.5827 0.095
H 0.7687 -2.6836 -1.5040 0.125
H -1.3920 -3.6601 -0.5615 0.101
H -2.6527 -2.5081 0.9872 0.093
H -1.8339 -0.2912 2.0034 0.120
H 0.7021 0.6000 1.1643 0.145
C 0.7105 4.0462 0.1472 -0.194
C -0.2350 3.2632 -0.8089 -0.146
H 1.1848 4.9538 -0.2910 0.050
H 0.4077 4.4868 1.1738 0.077
H 1.7201 3.6582 0.4777 0.060
H -0.2771 2.2610 -0.5824 -0.008
H 0.1705 3.5158 -1.7980 0.065
H -1.3244 3.5853 -0.9063 0.089
```


Density functional theory data (ωB97M-V/def2-TZVPD) for a cluster of 2 separate species, C9H14 in total in a non-equilibrium geometry.

## Properties
Frontier orbital gap, eV: 10.0
Energy above the lowest of the compared OMol25 structures with the same formula, charge and spin, eV: 1.763
HOMO level, eV: -9.040

```
23
Properties=species:S:1:pos:R:3:lowdin_charge:R:1
C -0.2277 -2.5966 0.8452 -0.040
C 0.5422 -1.2688 1.0038 -0.322
C 1.6161 -1.0559 0.2166 -0.107
C 2.3299 0.1030 0.2060 -0.110
C 1.9723 1.0788 1.1117 -0.088
C 0.9358 0.7618 2.0051 -0.100
C 0.1440 -0.3701 1.9579 -0.052
H 0.4949 -3.4073 1.3378 0.121
H -0.1699 -2.8933 -0.2886 0.107
H -1.1100 -2.6477 1.3149 0.008
H 1.8596 -1.7873 -0.6364 0.142
H 3.0445 0.1803 -0.5650 0.091
H 2.5968 2.0608 1.1836 0.134
H 0.7101 1.4550 2.7966 0.093
H -0.6297 -0.5834 2.6894 0.118
C -1.2307 1.1629 -2.4280 -0.170
C -2.2833 1.6316 -1.4409 -0.181
H -0.5357 2.0038 -2.3980 0.060
H -0.6488 0.3652 -1.9028 0.060
H -1.6628 0.8324 -3.3810 0.068
H -2.3697 0.9064 -0.5427 0.090
H -2.1000 2.5672 -1.1518 0.003
H -3.2783 1.5011 -1.9329 0.072
```


Density functional theory data (ωB97M-V/def2-TZVPD) for a cluster of 2 separate species, C9H14 in total in a non-equilibrium geometry.

## Properties
Frontier orbital gap, eV: 10.1
Energy above the lowest of the compared OMol25 structures with the same formula, charge and spin, eV: 0.546
HOMO level, eV: -9.062

```
23
Properties=species:S:1:pos:R:3:lowdin_charge:R:1
C -2.9193 0.5239 -1.1020 -0.057
C -1.7519 0.9223 -0.2608 -0.275
C -0.9245 -0.0659 0.3104 -0.063
C 0.0775 0.2687 1.1906 -0.104
C 0.2956 1.5948 1.5730 -0.087
C -0.3338 2.5807 0.8304 -0.087
C -1.3962 2.2392 -0.0205 -0.057
H -2.6601 -0.0654 -1.9851 0.083
H -3.4423 1.3752 -1.5223 0.073
H -3.6089 -0.0740 -0.5322 0.076
H -1.1751 -1.0690 0.0106 0.103
H 0.6053 -0.5192 1.7132 0.102
H 1.0841 1.8378 2.2641 0.097
H -0.1792 3.6300 1.0326 0.097
H -1.8153 3.0635 -0.5877 0.107
C 2.8512 -1.5845 -0.3156 -0.176
C 1.6473 -2.5345 -0.4381 -0.149
H 3.2545 -1.5558 0.7065 0.062
H 3.7210 -1.9504 -0.8442 0.052
H 2.5368 -0.5947 -0.6291 0.059
H 1.8249 -3.3891 0.2049 0.067
H 1.5247 -2.6485 -1.5121 0.068
H 0.7837 -1.9851 -0.0866 0.009
```


Density functional theory data (ωB97M-V/def2-TZVPD) for a cluster of 2 separate species, C9H14 in total in a non-equilibrium geometry.

## Properties
Frontier orbital gap, eV: 9.9
Energy above the lowest of the compared OMol25 structures with the same formula, charge and spin, eV: 2.156
HOMO level, eV: -8.853

```
23
Properties=species:S:1:pos:R:3:lowdin_charge:R:1
C 2.9058 0.4982 -0.8015 -0.096
C 1.5518 1.0730 -0.7259 -0.276
C 0.6179 0.4216 -1.5833 -0.075
C -0.8059 0.6238 -1.4065 -0.112
C -1.2845 1.3968 -0.3356 -0.106
C -0.3488 2.0141 0.5667 -0.090
C 1.0016 1.7868 0.4210 -0.056
H 3.2214 0.1601 -1.8129 0.084
H 2.9316 -0.4062 -0.2837 0.058
H 3.7630 1.2162 -0.6350 0.099
H 0.7885 -0.5091 -2.2316 0.128
H -1.4419 -0.0824 -2.0589 0.125
H -2.3168 1.2907 -0.1264 0.075
H -0.7406 2.5326 1.4154 0.089
H 1.8365 2.2029 1.1429 0.142
C -0.7392 -1.9775 0.9705 -0.148
C -2.1508 -1.4799 1.1943 -0.150
H -0.7372 -3.0164 1.2796 0.056
H -0.2772 -1.9117 -0.0968 0.096
H -0.1274 -1.5098 1.6663 0.031
H -2.3823 -1.3311 2.1757 0.044
H -2.8281 -2.2012 0.8467 0.046
H -2.4374 -0.7919 0.4189 0.036
```